{
  "formula": "C27H33BrN3O4V",
  "method": "ωB97M-V/def2-TZVPD",
  "homo_ev": [-14.270, -14.270],
  "e_tot_ev": -136911.6690,
  "gap_ev": [5.368, 5.369],
  "spin_multiplicity": 1,
  "de_lowest_kj_mol": 0.00,
  "charge": 2,
  "species": ["V", "N", "C", "C", "C", "O", "O", "H", "H", "H", "H", "H", "H", "C", "C", "C", "C", "C", "C", "C", "C", "N", "C", "C", "C", "C", "C", "C", "C", "C", "C", "C", "H", "H", "H", "H", "H", "H", "H", "H", "H", "H", "H", "H", "H", "H", "H", "H", "H", "H", "H", "H", "H", "H", "H", "H", "Br", "C", "C", "N", "C", "C", "C", "C", "O", "O", "H", "H", "H"],
  "xyz": [[-0.4456, 0.7092, -1.4899], [0.5590, -0.3417, -3.0529], [-0.0686, -0.0404, -4.4008], [-0.2957, 1.4745, -4.6407], [-0.8270, 1.9149, -3.3293], [-1.9508, 1.6813, -2.8795], [0.1040, 2.1766, -2.3908], [1.5548, -0.1413, -3.0664], [0.4321, -1.3392, -2.8709], [-1.0264, -0.5565, -4.4036], [0.5516, -0.4611, -5.1884], [-1.0126, 1.6105, -5.4464], [0.6317, 1.9968, -4.8649], [1.7389, 5.4344, 0.7254], [0.7945, 4.2769, 0.5862], [-0.5968, 4.4983, 0.6678], [-1.5416, 3.4904, 0.5890], [-3.0131, 3.7716, 0.6930], [-1.0589, 2.1877, 0.4283], [0.3248, 1.9544, 0.3069], [1.2570, 2.9943, 0.3722], [0.6355, 0.6331, -0.0926], [1.3510, -0.4075, 0.7184], [0.3501, -0.9330, 1.7606], [1.0401, -2.0244, 2.5921], [2.2564, -1.4193, 3.3003], [3.2405, -0.8838, 2.2578], [3.6965, -2.0208, 1.3388], [2.4799, -2.6259, 0.6310], [1.4860, -3.1616, 1.6660], [1.7958, -1.5363, -0.2049], [2.5576, 0.2147, 1.4214], [1.4387, 6.2592, 0.0790], [2.7608, 5.1521, 0.4817], [1.7230, 5.8063, 1.7516], [-0.9412, 5.5174, 0.8125], [-3.2192, 4.4913, 1.4836], [-3.5817, 2.8657, 0.8973], [-3.3825, 4.1945, -0.2430], [-1.7374, 1.3435, 0.5451], [2.3091, 2.7975, 0.2203], [-0.5332, -1.3397, 1.2577], [0.0260, -0.1064, 2.4002], [0.3232, -2.3966, 3.3248], [2.7457, -2.1800, 3.9115], [1.9416, -0.6193, 3.9762], [4.1036, -0.4363, 2.7521], [4.1987, -2.7906, 1.9275], [4.4229, -1.6553, 0.6073], [2.7958, -3.4284, -0.0370], [1.9586, -3.9511, 2.2534], [0.6192, -3.6090, 1.1680], [0.9302, -1.9639, -0.7220], [2.4938, -1.1431, -0.9532], [3.2613, 0.6117, 0.6828], [2.2408, 1.0357, 2.0695], [-4.8087, -6.0134, 0.2483], [-4.2376, -4.2379, 0.2201], [-4.8489, -3.2960, 1.0498], [-4.5007, -2.0090, 1.0949], [-3.5167, -1.6240, 0.2934], [-2.8473, -2.4893, -0.5638], [-3.2155, -3.8374, -0.6085], [-1.7612, -2.0481, -1.4207], [-1.1047, -2.6624, -2.2012], [-1.4323, -0.6576, -1.2639], [-5.6558, -3.6013, 1.7055], [-3.2551, -0.5734, 0.3343], [-2.7138, -4.5322, -1.2686]],
  "atomic_forces_ev_per_a": [[0.44, -0.11, 1.99], [-0.22, 0.25, -0.08], [0.05, -0.08, 0.17], [0.09, -0.05, -0.08], [0.05, 0.43, 0.28], [0.29, -0.29, -0.05], [-0.08, 0.64, -1.38], [0.05, 0.05, 0.00], [0.04, -0.08, -0.04], [-0.04, 0.02, -0.03], [0.05, 0.00, -0.01], [-0.02, -0.04, 0.00], [0.00, -0.01, -0.03], [-0.03, -0.04, -0.03], [-0.03, 0.12, 0.02], [0.05, 0.12, 0.01], [-0.07, -0.04, -0.05], [0.05, -0.03, 0.01], [-0.06, -0.05, 0.04], [0.13, -0.38, 0.02], [-0.04, -0.01, -0.15], [-0.07, -0.21, -0.31], [-0.22, 0.20, -0.09], [-0.04, 0.04, 0.02], [0.06, 0.04, -0.06], [-0.03, -0.02, 0.01], [0.00, 0.05, -0.04], [-0.02, -0.02, 0.01], [0.03, 0.05, 0.03], [-0.02, 0.00, 0.04], [0.00, -0.01, -0.09], [0.07, -0.03, 0.00], [0.00, -0.01, 0.00], [-0.01, 0.00, 0.00], [-0.01, -0.01, 0.00], [0.02, -0.01, 0.01], [0.01, 0.00, -0.01], [0.01, 0.00, 0.01], [0.01, 0.01, 0.00], [0.00, -0.03, 0.00], [0.00, -0.01, 0.04], [0.01, 0.00, -0.01], [0.00, -0.02, 0.02], [0.00, -0.01, 0.02], [-0.01, 0.00, 0.00], [0.01, -0.01, -0.01], [0.01, -0.01, 0.02], [0.01, 0.01, 0.00], [-0.01, 0.01, 0.00], [0.00, -0.01, 0.01], [-0.01, 0.00, -0.01], [0.01, 0.00, 0.00], [0.00, -0.01, 0.02], [0.01, -0.01, 0.01], [-0.02, -0.01, 0.00], [-0.01, -0.02, 0.02], [-0.06, -0.16, 0.01], [0.01, 0.04, -0.01], [-0.07, 0.23, 0.14], [0.14, -0.31, -0.23], [-0.13, 0.16, 0.17], [0.00, -0.11, -0.03], [0.04, 0.08, 0.01], [0.13, 0.57, -0.13], [0.05, 0.03, -0.03], [-0.64, -0.92, -0.16], [0.00, 0.00, 0.00], [0.00, 0.00, -0.01], [0.00, 0.01, 0.00]],
  "mulliken_charge": [-0.24, -0.36, -0.64, -0.75, 1.00, -0.46, -0.51, 0.31, 0.32, 0.36, 0.48, 0.36, 0.36, -1.80, 0.44, -0.41, -0.13, -1.76, 1.01, -0.38, -0.70, 1.78, 1.19, -0.74, 0.31, -1.29, 0.21, -1.37, 0.24, -1.25, -1.29, -1.85, 0.43, 0.37, 0.39, 0.55, 0.46, 0.39, 0.36, 0.28, 0.50, -0.14, 0.53, 0.34, 0.51, 0.53, 0.29, 0.53, 0.50, 0.39, 0.52, 0.47, -0.09, 0.43, 0.42, 0.57, -0.09, -0.02, -0.21, -0.56, -0.47, 0.35, -0.84, 0.63, -0.60, 0.08, 0.43, 0.70, 0.60]
}

{
  "formula": "C27H33BrNO3S2Tc",
  "method": "ωB97M-V/def2-TZVPD",
  "homo_ev": [-13.971, -13.962],
  "e_tot_ev": -130064.9934,
  "gap_ev": [6.621, 6.548],
  "spin_multiplicity": 1,
  "charge": 2,
  "species": ["Tc", "C", "C", "C", "C", "C", "C", "C", "C", "C", "C", "C", "C", "H", "H", "H", "H", "H", "H", "H", "H", "H", "H", "H", "H", "H", "H", "H", "H", "H", "H", "Br", "S", "C", "O", "S", "C", "C", "C", "C", "C", "C", "C", "C", "C", "C", "C", "C", "H", "H", "H", "H", "H", "H", "H", "H", "H", "H", "N", "C", "C", "O", "O", "H", "H", "H", "H", "H"],
  "xyz": [[0.1204, 0.0212, 0.0994], [-0.6384, -0.5211, 3.6738], [-0.6716, 0.3720, 2.4655], [-1.8726, 0.4470, 1.7226], [-2.9434, -0.5875, 1.9442], [-2.1072, 1.5840, 0.9257], [-3.4047, 1.7072, 0.1832], [-1.1362, 2.6010, 0.8362], [-1.4608, 3.9195, 0.2055], [0.1619, 2.3561, 1.2994], [1.2633, 3.3331, 0.9871], [0.3976, 1.2425, 2.1482], [1.7275, 1.1381, 2.8550], [-0.8395, -1.5614, 3.4501], [-1.4403, -0.1837, 4.3375], [0.2880, -0.4373, 4.2335], [-3.5866, -0.2964, 2.7821], [-2.5086, -1.5587, 2.1708], [-3.5773, -0.7075, 1.0708], [-4.2390, 1.8549, 0.8746], [-3.6077, 0.7910, -0.3723], [-3.3935, 2.5308, -0.5248], [-1.2883, 3.9119, -0.8726], [-0.8550, 4.7151, 0.6350], [-2.5052, 4.1807, 0.3689], [1.3316, 4.0996, 1.7652], [1.0848, 3.8436, 0.0416], [2.2342, 2.8487, 0.9267], [2.5584, 1.2786, 2.1666], [1.8558, 0.1730, 3.3308], [1.8125, 1.9069, 3.6261], [-0.7570, -1.8059, -1.1156], [3.1499, -0.0631, -1.3936], [1.7908, 0.0126, -0.6989], [-0.8032, 1.1148, -1.4250], [-0.0715, 1.4757, -2.7577], [-0.6217, 0.2861, -3.9382], [-1.8650, -0.3293, -3.8499], [-2.2331, -1.2168, -4.8454], [-1.3711, -1.4729, -5.9088], [-0.1292, -0.8592, -5.9770], [0.2601, 0.0234, -4.9783], [-0.8658, 2.9646, -3.2621], [-0.0391, 4.0620, -3.4623], [-0.6097, 5.2763, -3.8294], [-1.9839, 5.3735, -3.9796], [-2.8032, 4.2630, -3.7747], [-2.2484, 3.0480, -3.4192], [-2.5127, -0.1444, -3.0017], [-3.1927, -1.7158, -4.7926], [-1.6690, -2.1662, -6.6864], [0.5412, -1.0716, -6.8011], [1.2333, 0.5024, -5.0152], [1.0353, 3.9736, -3.3354], [0.0213, 6.1410, -3.9983], [-2.4270, 6.3197, -4.2672], [-3.8751, 4.3506, -3.9047], [-2.8771, 2.1795, -3.2668], [3.0998, -3.0493, 1.7628], [1.7328, -3.6170, 2.0656], [0.6338, -2.6344, 1.6212], [-0.5073, -3.0261, 1.6501], [1.0915, -1.4699, 1.2463], [3.5608, -3.5405, 1.0044], [3.7214, -3.0601, 2.5636], [2.9208, -2.0803, 1.4710], [1.6558, -3.7932, 3.1335], [1.6161, -4.5599, 1.5435]],
  "atomic_forces_ev_per_a": [[-0.44, 1.08, 0.26], [0.10, 0.08, 0.00], [0.11, -0.03, 0.17], [-0.34, 0.16, 0.01], [0.00, 0.02, 0.04], [-0.27, -0.66, 0.05], [-0.02, 0.01, -0.03], [0.33, 0.17, -0.15], [-0.08, 0.04, 0.09], [0.16, -0.15, -0.21], [0.02, 0.10, 0.03], [0.49, -0.11, 0.13], [0.01, 0.06, 0.02], [-0.02, -0.09, -0.05], [0.01, -0.01, -0.03], [-0.05, -0.04, -0.04], [0.05, 0.01, -0.06], [-0.02, 0.03, -0.04], [0.00, 0.01, -0.01], [0.04, 0.00, 0.00], [0.02, 0.01, 0.02], [0.00, -0.04, 0.01], [0.00, -0.05, -0.06], [0.01, -0.04, -0.01], [0.03, -0.03, -0.01], [-0.01, -0.03, -0.01], [0.01, -0.05, 0.03], [-0.01, -0.02, 0.00], [-0.01, 0.00, -0.02], [0.02, -0.03, -0.03], [-0.01, -0.01, 0.01], [-0.13, -0.69, -0.26], [0.35, -0.06, -0.05], [-0.62, 0.34, 0.34], [0.22, 0.01, -0.20], [0.10, -0.05, 0.06], [-0.04, 0.01, -0.14], [-0.01, 0.05, 0.01], [-0.01, -0.01, -0.03], [-0.02, -0.04, -0.02], [0.04, -0.01, -0.02], [-0.01, 0.01, -0.01], [-0.10, 0.04, -0.03], [0.04, 0.06, 0.02], [0.06, 0.01, 0.01], [-0.05, 0.01, -0.01], [-0.01, 0.05, 0.00], [0.02, -0.03, 0.01], [0.03, 0.01, -0.06], [0.04, 0.02, -0.01], [0.01, 0.04, 0.05], [-0.05, 0.02, 0.06], [-0.06, -0.02, 0.01], [-0.08, -0.01, -0.02], [-0.05, -0.07, 0.01], [0.03, -0.06, 0.02], [0.06, -0.01, 0.01], [0.03, 0.02, -0.03], [-0.29, -0.11, 0.08], [0.07, 0.18, -0.07], [-0.31, -0.09, -0.22], [0.30, 0.19, 0.18], [0.24, -0.36, 0.26], [0.08, -0.10, -0.20], [0.14, -0.01, 0.20], [-0.06, 0.31, -0.12], [-0.02, -0.01, 0.07], [-0.07, -0.05, -0.03]],
  "mulliken_charge": [0.17, -1.77, 0.78, 1.32, -2.00, 1.37, -2.46, 1.69, -2.34, 0.90, -2.29, 0.56, -2.62, 0.35, 0.39, 0.50, 0.43, 0.39, 0.41, 0.39, 0.39, 0.51, 0.48, 0.50, 0.50, 0.41, 0.47, 0.41, 0.50, 0.39, 0.38, -0.39, -0.15, 0.38, 0.48, -0.17, 1.19, -0.03, -0.97, -0.54, -0.70, -0.68, 0.15, -0.16, -0.80, -0.47, -0.89, 0.05, 0.29, 0.45, 0.43, 0.43, 0.44, 0.44, 0.44, 0.44, 0.46, 0.43, -0.18, -0.82, 0.55, -0.51, -0.25, 0.37, 0.38, 0.17, 0.31, 0.36]
}

{
  "formula": "C27H33ClNO6PdTe",
  "method": "ωB97M-V/def2-TZVPD",
  "homo_ev": [-8.115, -9.026],
  "e_tot_ev": -65593.6927,
  "gap_ev": [8.324, 7.067],
  "spin_multiplicity": 4,
  "de_lowest_kj_mol": 56.95,
  "species": ["Pd", "O", "Cl", "O", "O", "O", "C", "C", "C", "C", "C", "C", "Te", "N", "C", "O", "C", "C", "C", "C", "C", "C", "C", "C", "C", "C", "C", "C", "C", "C", "C", "C", "H", "H", "H", "H", "H", "H", "H", "H", "H", "H", "H", "H", "H", "H", "H", "H", "H", "H", "H", "H", "H", "H", "H", "C", "C", "O", "C", "C", "H", "H", "H", "H", "H", "H", "H", "H", "H", "H"],
  "xyz": [[0.4833, 0.2969, 0.4580], [-1.0866, 1.9661, -0.5650], [-2.0737, 0.9345, -0.2339], [-3.3268, 1.1694, -0.8462], [-1.4715, -0.3433, -0.7182], [-2.1561, 0.8352, 1.2042], [6.1806, -6.8185, 0.1178], [5.3102, -5.6016, 0.2441], [4.5993, -5.1165, -0.8484], [3.8019, -3.9825, -0.7581], [3.0705, -3.4911, -1.9726], [3.7416, -3.3317, 0.4798], [2.5465, -1.5528, 0.6213], [2.0533, 0.2870, 2.0142], [2.5058, 1.4594, 1.5566], [1.9843, 1.9050, 0.4905], [3.5640, 2.2116, 2.2628], [4.2306, 1.6230, 3.3324], [5.2513, 2.3091, 3.9695], [5.5981, 3.5830, 3.5391], [4.9287, 4.1708, 2.4747], [3.9103, 3.4860, 1.8320], [3.9875, -0.4067, -0.4030], [5.2557, -0.3894, 0.1785], [6.2599, 0.3936, -0.3581], [5.9914, 1.1586, -1.4865], [4.7360, 1.1307, -2.0599], [3.6993, 0.3555, -1.5345], [2.3586, 0.4088, -2.2083], [4.4199, -3.7909, 1.6034], [4.3801, -3.1419, 2.9570], [5.2066, -4.9328, 1.4509], [6.0121, -7.3286, -0.8290], [5.9874, -7.5279, 0.9228], [7.2368, -6.5495, 0.1675], [4.6644, -5.6353, -1.7977], [3.2200, -4.1710, -2.8099], [3.4331, -2.5065, -2.2738], [1.9952, -3.4081, -1.7981], [3.9364, 0.6344, 3.6566], [5.7718, 1.8550, 4.8009], [6.3927, 4.1218, 4.0380], [5.2002, 5.1639, 2.1436], [3.3818, 3.9226, 0.9956], [5.4601, -0.9880, 1.0567], [7.2384, 0.4082, 0.1009], [6.7654, 1.7765, -1.9193], [4.5344, 1.7275, -2.9407], [2.4837, 0.4593, -3.2909], [1.7987, 1.2998, -1.8955], [1.7337, -0.4615, -1.9887], [3.6797, -2.3066, 3.0255], [5.3687, -2.7621, 3.2226], [4.0947, -3.8707, 3.7161], [5.7501, -5.3067, 2.3123], [-0.9019, -3.4322, 0.1448], [-1.4131, -2.7554, 1.3940], [-0.3970, -1.8876, 1.8835], [-0.6179, -1.4062, 3.2102], [0.3142, -2.1008, 4.1789], [-1.6641, -4.0939, -0.2671], [-0.0152, -4.0312, 0.3648], [-0.6520, -2.6951, -0.6185], [-1.6551, -3.4999, 2.1646], [-2.3167, -2.1714, 1.1868], [-1.6665, -1.5553, 3.4857], [-0.4361, -0.3237, 3.2009], [0.1802, -3.1832, 4.1489], [0.1290, -1.7646, 5.2002], [1.3535, -1.8712, 3.9359]],
  "atomic_forces_ev_per_a": [[0.02, -0.04, -0.25], [-0.45, -0.20, 0.10], [0.81, -0.21, 0.04], [-0.03, -0.01, -0.05], [-0.26, 0.36, 0.19], [-0.38, 0.08, -0.10], [0.03, -0.09, -0.01], [-0.01, 0.01, -0.06], [-0.04, 0.04, 0.00], [0.17, -0.13, 0.14], [-0.06, 0.03, -0.08], [-0.13, -0.01, -0.03], [0.00, 0.18, -0.28], [-0.14, 0.26, 0.43], [0.05, -0.33, -0.15], [-0.02, 0.06, 0.12], [0.01, -0.12, -0.05], [0.05, 0.07, 0.04], [-0.05, -0.01, -0.04], [0.03, 0.02, 0.02], [-0.02, 0.02, -0.03], [0.05, 0.02, -0.01], [0.08, -0.04, 0.14], [0.03, 0.08, -0.10], [-0.02, -0.01, -0.02], [0.05, -0.02, 0.07], [-0.07, -0.01, -0.03], [0.03, 0.01, 0.02], [-0.23, 0.05, -0.07], [0.09, -0.21, -0.18], [-0.04, 0.14, 0.16], [-0.01, 0.04, 0.12], [-0.01, 0.00, -0.02], [-0.01, 0.01, 0.02], [0.01, 0.02, 0.00], [0.00, -0.01, -0.02], [0.00, 0.00, 0.00], [0.01, 0.05, -0.01], [-0.01, 0.00, 0.03], [-0.02, -0.05, 0.01], [0.03, -0.01, 0.04], [0.02, 0.01, 0.01], [0.02, 0.02, 0.01], [-0.02, -0.01, 0.00], [-0.01, -0.04, 0.05], [0.04, 0.01, 0.01], [0.04, 0.03, -0.02], [0.00, 0.02, -0.02], [-0.01, 0.00, 0.02], [0.14, -0.15, -0.05], [0.08, 0.04, -0.03], [0.04, -0.07, -0.06], [0.01, 0.00, 0.02], [0.01, -0.01, 0.02], [0.01, -0.01, 0.02], [0.02, -0.04, -0.06], [-0.06, 0.00, 0.07], [0.13, 0.10, -0.07], [-0.06, 0.26, -0.01], [0.05, -0.01, 0.08], [-0.02, 0.00, 0.01], [0.02, 0.00, 0.03], [-0.02, 0.04, 0.02], [0.03, 0.02, -0.04], [0.05, -0.03, -0.02], [0.03, -0.01, -0.02], [-0.01, -0.24, 0.02], [-0.03, -0.03, -0.02], [-0.02, 0.02, 0.01], [-0.02, 0.02, -0.05]],
  "mulliken_charge": [-0.04, -0.64, 1.80, -0.65, -0.67, -0.56, -1.64, 0.67, -0.73, 0.27, -1.40, 0.03, 1.36, -0.81, 1.26, -0.80, 0.21, -0.29, -0.74, -0.37, -0.68, -0.35, 1.02, -0.76, -0.83, -0.72, -0.66, 1.26, -1.99, 1.09, -1.64, -0.69, 0.35, 0.38, 0.32, 0.33, 0.42, 0.22, 0.12, 0.49, 0.42, 0.40, 0.41, 0.45, 0.32, 0.46, 0.41, 0.48, 0.63, 0.36, 0.13, -0.21, 0.36, 0.56, 0.45, -1.07, -0.47, 0.40, -0.42, -1.04, 0.47, 0.21, 0.11, 0.45, 0.26, 0.55, 0.17, 0.31, 0.42, 0.03]
}